Entry 1:
Density functional theory data (ωB97M-V/def2-TZVPD) for a structure of composition C27H31CrN3O6SSi.

The geometry in XYZ format:
```
70
Properties=species:S:1:pos:R:3:forces:R:3:lowdin_spin:R:1
Cr -0.2451 -0.1768 0.0464 0.14 -0.06 -0.36 3.7459
C -3.5253 -1.5575 -1.5267 0.04 -0.04 -0.03 0.0009
Si -2.1603 -2.4954 -0.6168 -0.14 0.01 -0.11 0.0104
C -2.4123 -2.1906 1.2274 0.02 0.02 0.03 0.0202
C -2.4557 -4.3270 -0.9289 0.00 -0.01 0.05 0.0005
N -0.6132 -1.8715 -1.0025 0.18 0.22 0.17 0.0131
C 0.3104 -2.2338 -1.9517 -0.02 -0.10 -0.14 0.0036
C 0.2220 -3.3698 -2.7785 -0.03 0.00 0.03 0.0041
C 1.1932 -3.6900 -3.7137 0.02 0.00 0.00 -0.0005
C 2.3088 -2.8860 -3.8879 -0.02 0.00 0.00 0.0064
C 2.4304 -1.7462 -3.1035 -0.02 0.00 0.02 0.0000
C 1.4648 -1.4510 -2.1642 0.09 0.07 -0.02 0.0068
O 1.5448 -0.2747 -1.4058 -0.12 -0.08 0.08 0.0447
C 2.7764 0.2404 -1.0468 -0.03 0.03 -0.03 0.0042
C 2.9750 1.5925 -1.2704 0.05 -0.03 0.04 0.0026
C 4.1638 2.1733 -0.8475 -0.04 0.02 -0.02 -0.0001
C 5.1352 1.4066 -0.2221 0.03 -0.02 0.02 0.0021
C 4.9161 0.0503 -0.0106 -0.01 -0.02 0.01 0.0001
C 3.7314 -0.5435 -0.4166 -0.01 0.03 -0.02 0.0021
H -4.4506 -2.1373 -1.5852 0.01 0.02 0.02 0.0000
H -3.1993 -1.3297 -2.5453 -0.03 -0.03 0.00 0.0001
H -3.7477 -0.6076 -1.0331 0.05 -0.01 0.00 0.0002
H -3.3561 -2.6302 1.5642 0.01 0.01 -0.02 0.0026
H -2.4620 -1.1236 1.4791 0.02 0.00 -0.03 0.0084
H -1.6027 -2.6377 1.8110 -0.02 -0.01 0.00 0.0004
H -3.3833 -4.6172 -0.4258 0.03 0.00 0.00 0.0000
H -1.6507 -4.9539 -0.5388 0.00 0.02 -0.01 0.0001
H -2.5811 -4.5529 -1.9896 -0.01 0.01 0.01 0.0001
H -0.6315 -4.0239 -2.6748 -0.01 0.03 0.03 0.0002
H 1.0673 -4.5833 -4.3137 0.01 0.01 0.00 -0.0002
H 3.0654 -3.1277 -4.6221 -0.01 0.00 0.01 0.0005
H 3.2763 -1.0799 -3.2196 -0.01 -0.01 0.00 0.0000
H 2.1964 2.1570 -1.7676 -0.01 0.00 -0.01 0.0003
H 4.3313 3.2300 -1.0151 0.00 -0.01 0.00 -0.0001
H 6.0623 1.8618 0.1021 -0.01 0.00 -0.01 0.0001
H 5.6700 -0.5504 0.4827 0.00 0.01 0.00 0.0000
H 3.5367 -1.5950 -0.2508 0.00 0.01 0.00 0.0002
O 1.0171 -0.9182 1.6831 -0.04 0.11 -0.01 0.0190
C 0.6030 0.0537 2.3326 0.11 -0.27 0.34 0.0172
N 0.1882 1.1781 1.7069 -0.41 -0.12 0.04 0.0188
S -0.8301 2.0016 2.6780 0.13 -0.12 -0.17 0.0048
O -0.5200 3.4053 2.6905 0.00 0.11 -0.01 0.0005
O -2.2036 1.6692 2.3474 -0.02 0.08 -0.04 0.0031
C -0.3952 1.1512 4.1650 -0.04 0.11 0.12 0.0009
C -0.7821 1.3933 5.4674 0.03 -0.05 -0.07 -0.0001
C -0.3453 0.4853 6.4245 0.00 -0.01 0.08 0.0010
C 0.4272 -0.6196 6.0764 0.02 -0.04 -0.03 -0.0001
C 0.7925 -0.8541 4.7558 -0.02 0.06 0.07 0.0011
C 0.3758 0.0619 3.8097 0.12 0.05 -0.16 0.0003
H -1.3965 2.2418 5.7351 0.01 0.01 -0.03 0.0000
H -0.6152 0.6355 7.4616 0.00 0.00 -0.01 0.0001
H 0.7441 -1.3069 6.8493 0.00 0.00 0.00 0.0000
H 1.3844 -1.7121 4.4682 0.00 0.00 -0.01 0.0001
O -0.3565 2.2110 -2.4986 -0.05 -0.01 0.04 0.0094
C -1.2155 2.1112 -1.6466 0.14 0.01 -0.06 0.0097
O -1.4819 1.1333 -0.8573 -0.07 0.06 0.09 0.0340
C -2.1834 3.2886 -1.4231 -0.04 -0.01 0.14 -0.0008
N -2.5341 3.3288 0.0414 -0.05 0.08 -0.17 0.0003
C -3.9670 3.7727 0.1987 0.10 -0.03 0.06 0.0000
C -4.4694 3.9777 -1.2317 -0.03 0.03 0.04 0.0000
C -3.5458 3.1038 -2.0776 0.01 -0.04 -0.05 0.0004
H -1.7195 4.2347 -1.6928 0.03 -0.02 -0.06 -0.0001
H -1.8837 3.9001 0.5799 0.01 -0.04 0.08 0.0000
H -2.4066 2.3576 0.3748 -0.02 -0.02 0.07 0.0002
H -3.9901 4.6721 0.8075 -0.03 -0.01 0.01 0.0000
H -4.4891 2.9797 0.7284 -0.02 0.00 -0.02 0.0000
H -4.3707 5.0261 -1.5177 0.01 -0.01 -0.01 0.0000
H -5.5187 3.7044 -1.3241 0.01 0.00 -0.01 0.0000
H -3.5204 3.3819 -3.1286 -0.01 0.01 0.01 0.0000
H -3.8329 2.0511 -2.0095 0.00 0.02 0.01 0.0001
```
Positions in Å, forces in eV/Å.

Results
**HOMO (spin up / spin down)**: -6.40 / -6.64 eV
**Orbital gap (spin up / spin down)**: 6.2844 / 6.5148 eV
**Multiplicity**: 5
**<S²>**: 6.012
**E_tot**: -92395.2716 eV

=====

Entry 2:
Density functional theory data (ωB97M-V/def2-TZVPD) for a cluster of 17 separate species, C51H119N17O17 in total at a distorted geometry.

The geometry in XYZ format:
```
204
Properties=species:S:1:pos:R:3:forces:R:3:mulliken_charge:R:1
C -3.0888 3.6641 -0.8992 -0.37 -1.21 -0.86 0.5336
C -3.3266 4.7173 0.0902 -1.20 -1.34 3.72 0.1474
O -3.8502 4.3438 1.1911 0.94 1.47 -2.10 -0.7053
N -2.9115 5.9736 -0.0973 1.22 1.47 -1.80 -0.2024
C -2.8583 6.9338 1.0161 -0.79 -0.98 -1.13 -0.9965
H -2.6502 2.7785 -0.3989 -0.28 0.62 -0.16 -0.2664
H -2.4191 3.9580 -1.6747 0.56 0.23 -0.72 -0.3241
H -4.0324 3.3381 -1.3747 0.32 0.20 0.33 0.2869
H -2.4879 6.2539 -1.0354 -0.87 -0.74 2.08 0.2973
H -3.7106 6.7801 1.6241 -1.17 0.19 0.34 0.3130
H -2.7306 7.9367 0.7078 -0.35 0.97 -0.76 0.3568
H -2.0705 6.7622 1.6673 1.93 -0.80 1.06 0.3543
C -4.8264 1.5451 2.5773 0.12 0.13 0.90 -1.2355
C -3.7793 1.7303 3.6762 0.15 0.94 1.05 0.9691
O -3.5408 0.9416 4.5748 -0.12 -1.18 -0.25 -0.7091
N -3.3065 2.9957 3.8044 -1.14 0.92 -1.03 0.1303
C -2.7771 3.6616 4.9747 1.01 -0.88 -0.15 -0.9981
H -4.9080 2.2961 1.8002 0.47 0.14 0.04 0.2147
H -5.6781 1.6570 3.2295 -0.90 0.17 0.01 0.5315
H -4.9390 0.5631 2.1698 0.49 -0.72 -0.25 0.1771
H -3.7667 3.6306 3.1749 0.30 0.21 -0.49 0.2136
H -1.9841 3.0426 5.3953 0.15 0.12 -0.03 0.2795
H -3.4398 3.8720 5.8090 -0.65 -0.06 -0.17 0.2950
H -2.3550 4.5852 4.5895 0.14 0.16 0.30 0.3210
C 3.3950 1.7788 -4.5494 0.84 -0.33 1.17 -0.1428
C 4.1947 1.0043 -3.4454 -0.20 0.64 -0.30 0.2623
O 4.5293 1.4383 -2.3326 -0.63 0.05 -0.78 -0.8252
N 4.5735 -0.1979 -3.8772 0.40 -1.15 0.05 0.0698
C 5.2848 -1.1817 -3.0843 0.20 1.26 1.06 -0.9795
H 2.8987 2.6073 -4.0541 -0.22 0.12 -0.19 0.0829
H 2.7220 1.1087 -5.0922 0.07 0.19 0.34 -0.3627
H 4.1238 2.1514 -5.2806 -0.14 0.05 0.23 0.5755
H 4.0862 -0.6333 -4.6409 -0.24 0.47 -0.58 0.2789
H 4.6290 -1.6341 -2.3718 -0.55 -0.44 0.63 0.2535
H 6.1321 -0.7866 -2.5096 -0.32 0.33 -0.43 0.1945
H 5.6433 -1.9379 -3.7125 0.48 -1.11 -0.99 0.4829
C 1.4145 -7.5429 5.5828 -0.86 -0.45 1.19 -1.1005
C 0.8008 -6.2491 5.0339 0.11 -0.48 1.35 0.5972
O 1.2152 -5.7123 4.0259 0.10 0.07 -0.47 -0.6159
N -0.2349 -5.7876 5.7607 -0.43 1.64 -0.62 -0.1717
C -0.7612 -4.3855 5.5468 0.26 -2.21 1.26 -0.1660
H 0.7581 -8.0902 6.3555 0.83 1.03 -1.10 0.3257
H 2.4156 -7.4071 6.0596 -0.74 0.02 -0.79 0.2573
H 1.4178 -8.1648 4.7052 0.67 -0.60 -0.19 0.3004
H -0.4140 -6.2541 6.6201 -0.17 -0.06 0.47 0.2213
H -0.8222 -4.2440 4.5132 0.17 0.36 -1.56 -0.4530
H -0.0966 -3.6773 6.0069 0.10 0.46 0.09 0.3198
H -1.7771 -4.3408 5.9115 -0.15 0.07 0.40 0.3867
C -3.1668 3.0083 -9.1661 0.42 0.02 -1.20 -1.3763
C -1.9307 2.9584 -8.2860 -1.01 0.37 -0.36 0.7082
O -1.2147 1.9795 -8.2326 0.51 -1.31 -0.27 -0.7140
N -1.6616 4.0305 -7.5669 0.34 1.79 0.79 -0.0080
C -2.4810 5.2288 -7.4227 -1.77 -2.07 -0.25 -1.1049
H -4.0273 3.4916 -8.7444 -0.20 0.51 0.43 0.4240
H -3.4777 1.9992 -9.3819 0.14 -0.41 -0.12 0.3755
H -2.9497 3.5005 -10.1531 -0.05 -0.35 0.93 0.2755
H -0.9118 4.0036 -6.8855 0.11 -0.38 -0.08 0.3334
H -3.3325 4.9693 -6.7482 0.20 0.39 -0.63 0.3016
H -2.8489 5.5774 -8.3927 0.11 0.11 0.31 0.3857
H -1.9364 5.9457 -6.9019 1.10 1.34 0.54 0.3587
C 0.3014 -1.3972 -6.3556 0.28 0.42 -0.86 -0.8525
C 1.4511 -0.4320 -6.8001 0.17 -1.31 1.15 0.8177
O 2.5929 -0.7064 -6.3789 -0.77 0.44 -0.68 -0.7619
N 1.1353 0.6837 -7.4670 0.61 0.06 -0.34 0.0205
C 2.1745 1.7251 -7.7757 -1.83 -0.57 -0.08 -0.8771
H -0.6641 -0.9001 -6.3544 -0.13 0.23 0.23 0.2749
H 0.5982 -1.7178 -5.3629 -0.19 -0.05 0.14 -0.0676
H 0.1387 -2.3049 -6.9689 0.62 0.55 0.05 0.4152
H 0.1558 0.8818 -7.7357 0.90 0.02 0.21 0.3089
H 2.0180 2.5189 -7.0505 0.33 0.29 -0.03 0.2392
H 1.9404 2.0989 -8.7762 0.23 0.04 0.16 0.3233
H 3.1828 1.3348 -7.7275 -0.08 -0.25 0.09 0.3431
C 0.3131 5.1350 -2.6951 0.53 -0.30 1.43 -0.3694
C -0.1750 4.2494 -3.8038 1.00 -0.33 2.04 0.6384
O -0.4021 4.6243 -4.9222 -0.45 1.05 -2.06 -0.6543
N -0.2538 2.9576 -3.4625 0.36 -0.77 -0.65 1.2020
C -0.5177 2.0409 -4.5259 -1.74 -0.49 -1.92 0.1288
H 0.9341 4.4977 -2.0075 -0.58 0.84 -0.75 -0.0193
H -0.5199 5.5015 -2.0713 0.24 0.03 -0.35 -0.2293
H 0.9324 5.9716 -3.0346 -0.36 -0.19 -0.14 0.4634
H -0.0969 2.5330 -2.5450 0.07 0.66 0.05 -0.5947
H -0.8652 1.1019 -4.0630 0.11 0.25 -0.46 -0.6913
H 0.2892 1.8104 -5.2886 -0.37 0.43 1.24 0.0409
H -1.3523 2.4899 -5.1888 1.02 -0.97 1.09 0.0830
C -4.8098 0.5761 -2.7561 0.61 0.80 1.18 -1.2075
C -4.7587 -0.3644 -1.6147 2.31 -1.31 0.21 0.8627
O -5.4160 -0.2076 -0.6048 -0.48 -0.27 0.28 -0.6310
N -3.7728 -1.3582 -1.6913 -1.40 1.55 -1.13 0.2564
C -2.7956 -1.5260 -2.7722 0.61 0.40 0.85 -0.2079
H -5.3581 1.4151 -2.3966 -0.30 0.86 0.21 0.4104
H -5.3668 0.1950 -3.5420 -0.75 -0.94 -1.85 0.4108
H -3.8083 0.8763 -3.0416 0.03 0.05 -0.34 0.0860
H -3.7339 -1.9036 -0.8625 0.55 -0.78 0.77 0.1209
H -1.9578 -2.1637 -2.4051 -0.77 0.31 -0.27 0.0627
H -2.3253 -0.5539 -3.0345 -0.24 -0.50 0.16 -0.4631
H -3.2227 -1.9355 -3.6822 -0.11 -0.22 -0.08 0.4387
C 6.1527 1.9400 5.2897 0.63 -0.08 -0.60 -1.5566
C 4.8874 2.1118 4.4791 -0.34 1.49 2.66 0.5725
O 4.6634 1.5444 3.4527 -0.39 -0.83 -1.25 -0.0999
N 3.9858 2.9767 5.0820 -1.15 -0.13 -2.13 -0.2438
C 2.8706 3.5250 4.2243 0.93 -1.05 0.83 -0.4933
H 6.0178 2.0838 6.3691 -0.04 -0.12 -0.34 0.4484
H 6.8838 2.6918 4.9176 -0.33 -0.48 0.25 0.3460
H 6.5437 0.9402 5.0521 0.03 0.36 0.31 0.2925
H 4.3260 3.5340 5.8278 0.20 0.37 0.52 0.2572
H 2.8475 2.9094 3.3380 -0.13 -0.14 -0.12 -0.1450
H 3.0541 4.5315 3.9325 0.41 0.94 -0.17 0.3994
H 1.8951 3.4994 4.6919 -0.06 -0.29 0.40 0.3441
C -5.2582 -3.6521 1.2606 2.14 -0.37 1.28 -0.8396
C -3.9650 -2.8777 1.6685 -1.74 -1.33 -0.33 0.8706
O -3.1031 -2.6957 0.8239 0.94 0.34 -0.40 -0.5067
N -3.8758 -2.5506 2.9497 0.97 0.69 -0.10 0.2997
C -2.7293 -1.8772 3.5285 -0.23 -0.55 -1.06 1.0184
H -4.9537 -4.7110 1.1022 -0.38 0.55 0.52 0.3024
H -5.5462 -3.3138 0.3193 -0.67 0.83 -1.57 0.4480
H -6.0268 -3.5028 1.9958 -0.39 -0.31 0.19 -0.3095
H -4.6281 -2.6754 3.5730 -1.05 -0.56 0.53 0.0810
H -2.0284 -2.6059 3.8802 0.50 -0.37 0.41 -0.5295
H -3.0255 -1.1999 4.2975 -0.25 0.36 0.45 0.5118
H -2.2540 -1.3413 2.7283 0.27 0.43 -0.25 -1.1245
C -0.8085 -5.1617 -0.1575 0.09 -2.25 0.89 -1.7541
C -0.0696 -4.0868 0.4810 0.24 0.48 2.34 0.7036
O 0.3468 -3.1969 -0.2286 0.88 1.59 -0.92 -0.7061
N 0.1135 -4.0761 1.8404 0.62 1.95 -1.96 0.4879
C 0.8337 -2.9599 2.5400 -0.17 -2.64 0.50 -0.5762
H -1.8420 -4.9844 -0.1627 -1.53 0.65 0.02 0.2114
H -0.6919 -6.1262 0.3241 0.11 -0.22 0.41 0.5681
H -0.4934 -5.3148 -1.1486 0.47 0.16 -1.36 0.3391
H -0.1267 -4.8749 2.3659 -0.02 -0.79 0.69 0.1761
H 0.1634 -2.2601 2.9443 -1.26 0.87 0.49 0.2279
H 1.5180 -2.3880 1.9555 0.50 -0.28 -0.89 -0.4307
H 1.3252 -3.4654 3.3887 0.06 0.45 -0.41 0.3945
C 4.2551 -5.0219 -0.4056 -0.30 1.56 1.36 -0.7986
C 3.9179 -4.7830 -1.8555 2.03 -0.38 -0.53 0.9780
O 4.8226 -4.7087 -2.6870 -0.08 0.01 0.20 -0.7120
N 2.6521 -4.6354 -2.1911 -2.35 -0.30 0.64 -0.0590
C 2.1281 -4.4386 -3.5303 1.00 1.44 0.08 -1.0507
H 3.3815 -5.1625 0.2979 0.93 -0.13 -0.86 0.2092
H 4.7599 -4.0733 -0.0706 -0.55 -0.64 -0.23 0.0430
H 5.0511 -5.7490 -0.2755 -0.33 -0.40 -0.21 0.3522
H 1.9517 -4.7071 -1.4465 0.51 0.24 -0.52 -0.0313
H 1.7594 -3.3922 -3.6115 0.12 -0.66 -0.23 0.2017
H 1.3560 -5.1291 -3.7213 -1.20 -0.72 -0.07 0.4077
H 2.8793 -4.6265 -4.3005 0.20 0.23 0.40 0.3590
C -1.5688 0.2475 0.3881 -0.63 0.72 0.88 0.9227
C -0.5200 0.6158 -0.6468 -0.04 -3.40 0.26 0.8578
O -0.2617 1.7719 -0.9336 0.03 0.27 -0.41 -0.3872
N 0.0773 -0.5141 -1.2374 -0.50 1.32 1.27 1.6538
C 1.0237 -0.3224 -2.2803 0.21 -0.68 -1.12 -0.1254
H -2.6115 0.2515 0.0080 0.65 0.17 -0.34 -0.5554
H -1.5492 1.0706 1.1379 0.08 -0.70 -0.17 0.4739
H -1.5104 -0.7528 0.8633 0.53 0.58 -0.42 -1.5635
H 0.0772 -1.4403 -0.7895 -0.48 0.59 0.05 -0.2984
H 1.1819 0.7154 -2.3297 0.54 1.50 -0.21 -0.1364
H 0.5675 -0.5833 -3.2652 0.64 -0.27 0.49 -0.2606
H 2.0227 -0.7815 -2.1230 -0.77 -0.13 -0.08 -0.1124
C 3.2465 -1.2878 4.4564 -0.21 0.51 -0.26 -0.5144
C 1.8225 -1.2204 4.9272 0.59 -1.02 2.11 0.7368
O 1.3959 -2.0326 5.7705 -0.08 0.81 -1.04 -0.7650
N 1.1581 -0.1448 4.4979 -0.03 -0.01 -1.41 0.3340
C -0.2582 0.0122 4.7002 -0.41 -0.21 0.68 -0.4233
H 3.8445 -1.9535 5.0275 0.15 -0.79 0.67 0.5881
H 3.6976 -0.3022 4.5526 -0.02 0.00 -0.52 -0.2660
H 3.2395 -1.6494 3.4372 0.29 0.20 -0.42 0.0729
H 1.5180 0.3173 3.6499 0.00 -0.08 0.52 0.0535
H -0.4920 -0.4190 5.7160 -0.03 0.72 -1.08 0.2480
H -0.8756 -0.5164 3.9315 0.63 0.60 0.66 -0.1705
H -0.4076 1.1002 4.6301 -0.62 -0.48 0.24 0.2119
C 6.6313 2.1083 1.3817 0.87 -1.33 0.78 -0.5429
C 8.0540 1.6430 1.0537 -0.93 0.73 0.78 0.2295
O 9.0782 2.2303 1.3876 -0.64 -0.65 -0.43 -0.6863
N 8.0329 0.5227 0.2680 1.14 -0.32 0.45 -0.1038
C 6.9361 -0.4271 0.2063 -0.42 0.81 -1.92 -0.6604
H 6.5841 3.0871 1.8072 0.17 0.45 0.48 0.4722
H 6.0314 1.3605 1.9584 0.87 0.81 -0.29 -0.0284
H 6.1862 2.1239 0.4369 -1.14 0.37 -1.60 0.4129
H 8.9703 0.1703 0.1731 0.13 -0.32 -0.21 0.2384
H 7.0963 -1.1393 -0.6332 0.19 0.26 0.90 0.4664
H 6.0624 0.1438 -0.1164 -0.13 -0.20 0.02 0.0695
H 6.6660 -0.9097 1.1208 0.20 -0.53 0.73 0.2937
C -6.8972 -0.8316 5.1103 -1.41 0.80 -0.50 -0.8986
C -6.8065 -2.2213 4.5812 -0.40 0.94 0.47 0.8462
O -5.8673 -2.9197 4.8753 0.88 -1.38 0.40 -0.7859
N -7.8097 -2.6238 3.7869 -0.51 0.27 -0.45 -0.1371
C -8.1117 -3.9799 3.4854 0.02 -1.32 -0.50 -0.9922
H -6.6419 -0.7529 6.1706 0.04 -0.16 -0.36 0.2901
H -7.9143 -0.4427 4.9089 0.35 -0.07 0.51 0.3793
H -6.2687 -0.1980 4.5099 0.74 0.27 0.01 0.0040
H -8.4882 -1.9732 3.4464 -0.05 0.50 0.32 0.1830
H -8.3162 -4.1153 2.4098 0.34 0.06 0.28 0.3190
H -9.0562 -4.2655 3.9822 0.59 -0.21 0.13 0.3211
H -7.2377 -4.6076 3.7745 -0.90 0.30 -0.10 0.3252
C 3.2603 -0.0337 0.9157 -1.01 0.28 -0.90 0.6117
C 2.5086 1.3332 1.0858 1.18 -0.81 -1.10 0.6380
O 1.7167 1.4327 2.0023 -0.61 0.34 0.69 -0.7454
N 2.7871 2.3488 0.2214 0.03 -0.17 -0.72 0.3926
C 2.1270 3.6659 0.2731 -0.33 -1.01 0.62 -0.3658
H 4.1271 -0.0858 1.5678 0.37 0.42 -0.28 0.0350
H 3.4686 -0.3478 -0.1606 -0.07 0.60 1.44 -0.4484
H 2.5732 -0.7458 1.3868 0.00 0.02 -0.48 -0.7590
H 3.2592 2.1395 -0.6783 -0.10 -0.09 1.01 0.0334
H 1.3206 3.7185 -0.4707 0.68 0.15 -0.04 -0.6619
H 2.9061 4.4345 0.2306 -0.47 0.04 -0.29 0.4915
H 1.5599 3.7501 1.2066 0.46 -0.08 0.10 0.2491
```
Positions in Å, forces in eV/Å.

Results
**HOMO**: -8.83 eV
**Orbital gap**: 9.1708 eV
**Energy relative to the best compared isomer or geometry (same formula, charge and spin)**: 45.9 kcal/mol
**E_tot**: -114963.8514 eV